1 | Here is one molecule with the formula C5H14N2 from the OMol25 dataset. Energies are from ωB97M-V with the def2-TZVPD basis set.

XYZ file:
```
21
Properties=species:S:1:pos:R:3:nbo_charge:R:1
C -2.27950 -0.87483 -0.69997 -0.638
C -0.65620 -1.04511 -0.66575 -0.027
N -0.11292 -1.91606 -1.74824 -0.840
C 0.11606 0.30133 -0.67482 -0.412
C -0.05092 1.00612 0.81508 -0.437
C 1.26950 0.66445 1.53139 -0.205
N 2.15954 1.84070 1.43653 -0.871
H -2.49405 -1.64707 -1.44091 0.213
H -2.63213 0.10838 -0.83312 0.211
H -2.89679 -1.21465 0.14421 0.216
H -0.48368 -1.62659 0.32784 0.178
H 0.85538 -1.61334 -1.89808 0.353
H -0.66079 -1.80068 -2.53863 0.350
H -0.18109 0.97871 -1.47244 0.202
H 1.10291 0.07973 -0.97508 0.187
H -0.55481 2.03088 0.78894 0.230
H -0.74324 0.56192 1.56307 0.212
H 1.80545 -0.22810 1.07767 0.168
H 1.06310 0.44687 2.57609 0.187
H 2.43393 2.13439 0.53960 0.361
H 2.94023 1.81296 2.14661 0.362
```

Lowest unoccupied orbital energy   1.0901 eV
Net charge   0
Multiplicity   1
HOMO   -0.3226 Ha
SMILES   C[C@@H](N)CCCN

2 | Here is one molecule with the formula C5H14N2 from the OMol25 dataset. Energies are from ωB97M-V with the def2-TZVPD basis set.

XYZ file:
```
21
Properties=species:S:1:pos:R:3:nbo_charge:R:1
C -1.12962 0.08293 -2.43464 -0.612
C 0.08473 -0.05892 -1.53201 -0.409
C -0.39172 -0.41619 -0.11913 -0.037
N -1.23185 -1.57655 0.01888 -0.880
C 0.88259 -0.55573 0.83377 -0.233
N 1.48342 0.71778 1.09952 -0.630
C 0.77518 1.46902 2.13431 -0.421
H -1.87447 0.75836 -1.99406 0.198
H -0.79390 0.53931 -3.37247 0.206
H -1.69662 -0.84589 -2.49164 0.219
H 0.75918 -0.84525 -1.88381 0.188
H 0.64160 0.87961 -1.49006 0.222
H -0.94756 0.43885 0.27242 0.181
H -0.90388 -2.49365 -0.24142 0.370
H -1.89433 -1.58313 0.77476 0.376
H 0.58529 -1.19672 1.67196 0.163
H 1.59200 -1.08333 0.18229 0.187
H 2.45143 0.68399 1.38513 0.360
H -0.20499 1.80510 1.76936 0.184
H 0.55958 0.86402 3.01575 0.165
H 1.25394 2.41638 2.40112 0.204
```

Lowest unoccupied orbital energy   1.1454 eV
Net charge   0
Multiplicity   1
HOMO   -0.3092 Ha
SMILES   CC[C@@H](N)CNC

The most stable arrangement is 2, and the next structure is 33.2 kcal/mol less stable.

1 | Here is C4H9NOS as an isolated structure from the OMol25 dataset. Energies are from ωB97M-V with the def2-TZVPD basis set.

XYZ file:
```
16
Properties=species:S:1:pos:R:3:nbo_charge:R:1
C -1.40751 -0.66075 -2.22903 -0.281
C 0.02572 -0.72366 -2.10271 -0.300
C 0.58342 0.23716 2.22268 -0.657
C 1.02086 1.03738 1.07432 -0.382
N -0.74632 -0.42655 -0.92295 -0.622
O -0.17195 1.97191 -1.56721 -0.962
S -0.79117 1.26287 -0.44443 1.258
H -1.79494 0.24089 -2.82925 0.212
H -2.17668 -1.52403 -2.07262 0.219
H 0.46430 -1.72086 -2.10295 0.217
H 0.50636 0.28437 -2.53124 0.254
H 0.02872 -0.61120 2.11916 0.223
H 1.50180 0.08278 2.81468 0.221
H 0.00119 0.94359 2.96747 0.204
H 1.55988 0.57949 0.35073 0.182
H 1.46641 2.05734 1.46727 0.214
```

Lowest unoccupied orbital energy (alpha / beta)   0.4911 / 0.4914 eV
Net charge   0
Multiplicity   1
HOMO (alpha / beta)   -0.3065 / -0.3065 Ha

2 | Here is a 3-piece molecular cluster, C4H9NOS overall from the OMol25 dataset. Energies are from ωB97M-V with the def2-TZVPD basis set.

XYZ file:
```
16
Properties=species:S:1:pos:R:3:nbo_charge:R:1
O -1.13136 -0.05481 2.24359 -0.451
C -0.77881 -0.56894 1.12783 0.192
C 0.25395 -1.45688 0.98811 0.141
C 0.43683 2.06421 1.55602 -0.348
C 0.98896 1.88761 0.36382 -0.385
S -0.12819 0.29364 -2.63253 -0.620
N 0.62544 -2.32325 -0.17584 -0.773
H -1.45898 -0.50714 0.25134 0.186
H 0.85096 -1.69545 1.92436 0.215
H 0.63468 1.33509 2.38783 0.236
H -0.20386 2.89830 1.65839 0.215
H 0.63377 0.85269 -0.18020 0.233
H 1.40928 2.55826 -0.41221 0.237
H -1.21150 0.16957 -3.17698 0.080
H 0.25358 -3.27816 -0.15266 0.407
H 0.41025 -1.88629 -1.11195 0.436
```

Lowest unoccupied orbital energy   -3.9362 eV
Net charge   0
Multiplicity   1
HOMO   -0.2804 Ha

3 | Here is one molecule with the formula C4H9NOS from the OMol25 dataset. Energies are from ωB97M-V with the def2-TZVPD basis set.

XYZ file:
```
16
Properties=species:S:1:pos:R:3:nbo_charge:R:1
O 1.12039 -3.39553 -0.33554 -0.597
C 1.19653 -2.36829 0.29607 0.544
N 0.50064 -1.21952 0.09194 -0.645
C 0.61756 -0.03086 0.86996 -0.219
C 0.15477 1.24004 0.18050 -0.407
C -1.28059 1.29336 -0.37743 -0.538
S -1.95123 0.08278 -1.51972 -0.017
H 1.84476 -2.29105 1.17969 0.088
H -0.01151 -1.20220 -0.77993 0.415
H 1.67077 0.16050 1.14024 0.198
H 0.15472 -0.08451 1.86179 0.186
H 0.82874 1.54049 -0.62772 0.205
H 0.14351 2.04895 0.91355 0.222
H -1.49980 2.29287 -0.74684 0.227
H -1.98183 1.21060 0.46862 0.216
H -1.50743 0.72236 -2.61516 0.122
```

Lowest unoccupied orbital energy   0.6551 eV
Net charge   0
Multiplicity   1
HOMO   -0.3455 Ha
SMILES   O=CNCCCS

4 | Here is one molecule with the formula C4H9NOS from the OMol25 dataset. Energies are from ωB97M-V with the def2-TZVPD basis set.

XYZ file:
```
16
Properties=species:S:1:pos:R:3:nbo_charge:R:1
N 2.15756 1.03891 0.28452 -0.828
C 1.83828 -0.07273 -0.43540 0.678
O 2.70257 -0.79472 -0.88866 -0.616
C 0.37860 -0.40345 -0.67588 -0.527
C -0.73602 0.45854 -0.03285 -0.400
C -1.58660 -0.29297 0.99287 -0.500
S -2.39231 -1.78921 0.31095 -0.044
H 3.12401 1.31606 0.27721 0.405
H 1.47582 1.74143 0.52829 0.386
H 0.27147 -0.33327 -1.75495 0.241
H 0.28674 -1.46134 -0.46960 0.256
H -0.30632 1.32877 0.46560 0.192
H -1.37231 0.84312 -0.82609 0.208
H -0.92160 -0.60161 1.79811 0.220
H -2.39436 0.33402 1.34966 0.217
H -2.52554 -1.31156 -0.92379 0.112
```

Lowest unoccupied orbital energy   0.7361 eV
Net charge   0
Multiplicity   1
HOMO   -0.3406 Ha
SMILES   NC(=O)CCCS

The most stable arrangement is 4, and the next structure is 11.9 kcal/mol less stable.

1 | Here is C4H9NOS as an isolated structure from the OMol25 dataset. Energies are from ωB97M-V with the def2-TZVPD basis set.

XYZ file:
```
16
Properties=species:S:1:pos:R:3:nbo_charge:R:1
O -2.35730 1.25189 -0.93951 -0.599
C -2.24170 1.00018 0.24274 0.531
N -1.14224 0.45684 0.79424 -0.603
C 0.05423 0.17863 0.06703 -0.166
C -0.08055 -0.07807 -1.29370 0.088
S 3.18008 0.43423 -0.13164 -1.007
C 0.50799 -1.34084 0.13928 -0.635
H -3.04456 1.21237 0.96070 0.138
H -1.15284 0.29383 1.78948 0.414
H 0.85850 0.86018 0.31776 0.334
H -0.99985 -0.43214 -1.72611 0.244
H 0.80077 0.05386 -1.90938 0.266
H 3.65063 1.16734 0.88589 0.128
H 0.81015 -1.44177 1.17785 0.315
H -0.28976 -2.05832 -0.01754 0.235
H 1.44646 -1.55820 -0.35710 0.316
```

Lowest unoccupied orbital energy   -1.9361 eV
Net charge   0
Multiplicity   1
HOMO   -0.2469 Ha

2 | Here is C4H9NOS as an isolated structure from the OMol25 dataset. Energies are from ωB97M-V with the def2-TZVPD basis set.

XYZ file:
```
16
Properties=species:S:1:pos:R:3:nbo_charge:R:1
C 1.51223 -1.60153 -1.77325 -0.424
N 0.87326 -0.21183 -1.78105 -0.586
C 0.66192 0.17316 -0.41647 -0.152
C -0.03630 1.44987 -0.00759 -0.456
S -0.52988 1.14806 1.78728 0.005
C -0.46487 -0.62199 0.34577 0.310
O -1.48680 -1.26799 -0.01854 -0.607
H 1.92136 -1.79600 -2.76996 0.205
H 2.29149 -1.59721 -1.13461 0.186
H 0.75132 -2.42243 -1.59625 0.194
H -0.00758 -0.54809 -2.01560 0.358
H 1.62044 0.00762 0.12393 0.202
H 0.43611 2.43590 -0.09457 0.240
H -1.06879 1.41930 -0.37670 0.235
H -1.67520 0.49621 1.76335 0.161
H -0.04729 -1.13464 1.22890 0.129
```

Lowest unoccupied orbital energy   0.4383 eV
Net charge   0
Multiplicity   1
HOMO   -0.3176 Ha

The most stable arrangement is 2, and the next structure is 13.9 kcal/mol less stable.

1 | Here is a 2-piece molecular cluster, C4H9NOS overall from the OMol25 dataset. Energies are from ωB97M-V with the def2-TZVPD basis set.

XYZ file:
```
16
Properties=species:S:1:pos:R:3:nbo_charge:R:1
C -1.98533 -0.11651 0.06714 0.639
C 0.73492 0.65245 -1.47506 -0.689
C 1.12310 0.87088 1.08940 -0.719
C 0.79479 0.05261 -0.11451 -0.087
N -2.29688 -1.37445 0.14519 -0.847
O -2.50824 0.85660 0.47829 -0.558
S 1.25544 -1.69467 -0.15657 -0.016
H 1.73126 0.90103 -1.79995 0.204
H 0.27739 0.10699 -2.24481 0.225
H 0.08580 1.44186 -1.56157 0.229
H 2.10770 1.33046 1.04600 0.213
H 1.07313 0.50119 2.17028 0.234
H 0.47469 1.76319 1.26971 0.244
H -1.62260 -2.06875 -0.12396 0.420
H -3.25163 -1.56948 0.31211 0.389
H 2.00646 -1.65339 0.89831 0.118
```

Lowest unoccupied orbital energy (alpha / beta)   0.3083 / 0.5205 eV
Net charge   0
Multiplicity   1
HOMO (alpha / beta)   -0.2629 / -0.2779 Ha

2 | Here is one molecule with the formula C4H9NOS from the OMol25 dataset. Energies are from ωB97M-V with the def2-TZVPD basis set.

XYZ file:
```
16
Properties=species:S:1:pos:R:3:nbo_charge:R:1
C -2.72317 -1.20606 0.40070 -0.402
N -1.62167 -0.44321 0.58343 -0.608
C -0.56769 -0.33788 -0.24024 0.658
O -0.54473 -1.05768 -1.21079 -0.615
C 0.32625 0.93644 -0.23811 -0.658
S 1.50776 0.99913 1.07997 0.180
C 2.80899 -0.23566 0.50344 -0.723
H -2.58967 -2.15521 0.81092 0.194
H -3.59803 -0.79015 0.96158 0.201
H -3.16872 -1.26205 -0.67226 0.213
H -1.62684 0.20376 1.33140 0.387
H -0.19089 1.85944 -0.21330 0.249
H 0.77723 1.11818 -1.24530 0.252
H 3.23483 0.14276 -0.42395 0.212
H 2.21404 -1.18026 0.21908 0.227
H 3.66519 -0.41454 1.09566 0.232
```

Lowest unoccupied orbital energy   0.7170 eV
Net charge   0
Multiplicity   1
HOMO   -0.3191 Ha
SMILES   CNC(=O)CSC

The most stable arrangement is 2, and the next structure is 55.2 kcal/mol less stable.

1 | Here is one molecule with the formula C4H9NOS from the OMol25 dataset. Energies are from ωB97M-V with the def2-TZVPD basis set.

XYZ file:
```
16
Properties=species:S:1:pos:R:3:nbo_charge:R:1
C 0.81742 -1.82679 0.08657 -0.418
N 0.02337 -1.50722 -1.08709 -0.630
C -0.49162 -0.26331 -1.42904 0.690
O -0.76141 -0.01504 -2.57521 -0.586
C -0.82353 0.61653 -0.21875 -0.540
C 0.19753 1.33581 0.68775 -0.510
S -0.82826 2.33189 1.82630 -0.055
H 0.80473 -2.90794 0.25101 0.207
H 1.87518 -1.54756 0.02232 0.190
H 0.24442 -1.41327 0.91523 0.204
H 0.22872 -2.12242 -1.85794 0.390
H -1.52510 0.03703 0.38715 0.228
H -1.37497 1.45256 -0.66632 0.248
H 0.65723 0.69980 1.44665 0.212
H 0.99511 1.74896 0.07669 0.232
H -0.03882 3.38096 2.13467 0.136
```

Lowest unoccupied orbital energy   0.7366 eV
Net charge   0
Multiplicity   1
HOMO   -0.3397 Ha
SMILES   CNC(=O)CCS

2 | Here is one molecule with the formula C4H9NOS from the OMol25 dataset. Energies are from ωB97M-V with the def2-TZVPD basis set.

XYZ file:
```
16
Properties=species:S:1:pos:R:3:nbo_charge:R:1
C 0.97272 0.19325 -0.22276 0.356
C 2.17720 -0.46239 0.31317 -0.674
C 0.84771 1.63259 -0.16227 -0.719
C -2.54943 -1.29625 -0.21328 -0.858
N -0.07319 -0.52714 -0.39131 -0.686
O -1.81703 1.11825 0.48364 -0.992
S -1.65330 0.19797 -0.58879 1.399
H 2.04239 -1.46749 0.00698 0.239
H 3.04692 -0.12088 -0.24180 0.220
H 2.49523 -0.29925 1.43457 0.245
H 1.21844 1.78328 0.86491 0.233
H 1.45862 2.03224 -0.96074 0.229
H -0.19905 1.94053 -0.14537 0.263
H -3.53532 -1.28871 -0.63538 0.238
H -2.53565 -1.28320 0.93424 0.244
H -1.89628 -2.15280 -0.47581 0.262
```

Lowest unoccupied orbital energy   0.8257 eV
Net charge   0
Multiplicity   1
HOMO   -0.3150 Ha

The most stable arrangement is 1, and the next structure is 42.3 kcal/mol less stable.

1 | Here is one molecule with the formula C5H9P from the OMol25 dataset. Energies are from ωB97M-V with the def2-TZVPD basis set.

XYZ file:
```
15
Properties=species:S:1:pos:R:3:nbo_charge:R:1
C -1.72307 -0.36875 0.09907 -0.396
C -1.31031 0.95028 0.22982 -0.250
C -0.05434 1.40941 0.49062 -0.504
P 1.25303 0.17400 0.78146 0.767
C 0.21387 -1.25667 0.98205 -0.736
C 1.82909 0.02430 -1.04720 -0.881
H -2.10594 -0.91707 1.02547 0.239
H -1.95075 -0.76119 -0.87976 0.217
H -1.96059 1.73563 -0.23088 0.219
H -0.04745 2.51156 0.52896 0.230
H -0.05657 -1.51645 1.93124 0.201
H 0.34443 -2.10638 0.32303 0.223
H 0.89459 0.16950 -1.57725 0.218
H 2.23262 -0.90553 -1.21993 0.218
H 2.44140 0.85736 -1.43670 0.234
```

Lowest unoccupied orbital energy   0.7527 eV
Net charge   0
Multiplicity   1
HOMO   -0.2953 Ha
SMILES   C=CC=P(=C)C

2 | Here is C5H9P as an isolated structure from the OMol25 dataset. Energies are from ωB97M-V with the def2-TZVPD basis set.

XYZ file:
```
15
Properties=species:S:1:pos:R:3:nbo_charge:R:1
C -1.51535 1.02498 0.13577 -0.258
C -0.55936 1.93082 -0.00935 -0.321
C -1.14122 -0.46054 0.43478 -0.453
C 0.00945 -0.37216 1.45432 -0.655
C 2.04978 -0.14256 -1.03671 -0.919
P 1.39047 0.68305 0.57625 0.619
H -2.52811 1.17010 0.04216 0.201
H -0.59288 3.03939 -0.20997 0.219
H -1.87305 -1.09140 0.97299 0.210
H -0.91583 -1.08699 -0.38991 0.215
H -0.13340 0.23272 2.38697 0.234
H 0.39481 -1.30440 1.78349 0.218
H 1.23675 0.15132 -1.86431 0.241
H 2.09429 -1.19698 -0.92375 0.224
H 2.99438 0.25575 -1.10508 0.225
```

Lowest unoccupied orbital energy   0.8443 eV
Net charge   0
Multiplicity   1
HOMO   -0.3036 Ha

The most stable arrangement is 2, and the next structure is 12.4 kcal/mol less stable.